1.
# C10H10N2O2

The molecule C10H10N2O2 at a distorted geometry (the ωB97M-V functional and the def2-TZVPD basis, OMol25).

Values from the calculation:
- energy relative to the best compared isomer or geometry (same formula, charge and spin) (kcal per mole) = 187.94
- HOMO energy (eV) = -6.835
- E_LUMO (eV) = -0.115
- charge = 0
- 2S+1 = 1
- orbital gap (eV) = 6.720

Geometry (Å):
O (4.47, -1.08, 0.66)
C (1.12, 0.89, -0.76)
C (-2.87, 1.10, 0.54)
H (-3.41, -1.84, -1.16)
H (2.53, 2.48, -0.88)
C (-1.05, -0.41, 0.80)
C (2.34, 1.47, -0.60)
C (-1.69, -1.36, -0.04)
C (-3.58, 0.08, -0.24)
N (2.23, -1.06, 0.04)
C (-2.95, -1.14, -0.55)
C (-1.64, 0.79, 1.11)
H (-1.18, -2.27, -0.32)
C (3.48, -0.47, 0.23)
N (3.46, 0.86, -0.06)
O (0.02, -1.18, -0.28)
C (1.01, -0.50, -0.33)
H (-3.47, 2.07, 0.72)
H (-1.11, 1.30, 1.89)
H (-4.57, 0.22, -0.49)
H (4.38, 1.38, -0.14)
H (2.19, -2.10, 0.17)
H (-0.03, -0.57, 1.10)
H (0.32, 1.34, -1.39)

Results of the natural (NBO) charge analysis, in e, for atoms 1 through 4:
1. O -0.6072
2. C -0.3801
3. C -0.2376
4. H 0.2042

2.
# C19H23FN2O3

The molecule C19H23FN2O3 at a distorted geometry (the ωB97M-V functional and the def2-TZVPD basis, OMol25).

Values from the calculation:
- energy relative to the best compared isomer or geometry (same formula, charge and spin) (kcal per mole) = 24.70
- SMILES = COCc1ccc(C(=O)N[C@@H]2CCCN(Cc3ccccc3F)C2)o1
- HOMO energy (eV) = -7.935
- E_LUMO (eV) = 0.544
- charge = 0
- 2S+1 = 1
- orbital gap (eV) = 8.479

Geometry (Å):
O (4.75, 0.29, -0.60)
C (-0.05, 1.23, -1.35)
C (3.05, -1.67, -0.25)
F (-1.58, 3.62, 0.83)
H (2.64, 2.39, 0.41)
C (-1.02, 1.79, -0.61)
C (-0.62, 3.04, 0.35)
H (6.05, 0.98, 0.76)
C (0.89, -1.81, 0.15)
C (1.31, 1.54, -0.92)
C (-0.29, -1.79, 1.08)
C (1.68, 2.29, 0.19)
H (-2.61, 1.93, -1.78)
C (-4.05, -1.72, -1.19)
H (-2.12, 0.66, 1.31)
H (0.36, -2.81, -1.63)
H (-3.70, 0.35, 1.34)
H (0.93, 3.98, 1.57)
C (-3.96, -0.31, -1.30)
H (-4.91, 0.43, -1.12)
H (5.98, 1.56, -0.93)
N (-2.87, 0.31, -0.58)
O (2.00, -1.32, 0.71)
H (-3.79, -3.19, 0.32)
H (-4.05, 0.22, -2.22)
C (-2.72, -1.38, 0.93)
H (-1.36, -1.91, -0.76)
C (-3.79, -2.05, 0.11)
C (4.43, -0.99, 0.19)
C (0.58, 3.03, 0.86)
C (5.89, 0.80, -0.24)
H (-3.30, -1.97, -1.70)
O (-0.38, -1.40, 2.31)
H (4.31, -0.64, 1.21)
H (2.06, 0.73, -1.38)
H (6.82, 0.11, -0.55)
H (3.03, -2.48, -2.09)
H (-0.26, 0.58, -1.97)
C (1.07, -2.43, -0.82)
N (-1.57, -1.79, 0.24)
C (-2.86, 0.04, 0.59)
C (-2.39, 1.76, -0.98)
H (-3.15, 2.48, -0.41)
H (-4.86, -1.92, 0.62)
H (-4.94, -1.93, -1.66)
C (2.47, -2.18, -1.18)
H (5.31, -1.78, -0.02)
H (-2.87, -1.65, 2.19)

Results of the natural (NBO) charge analysis, in e, for atoms 1 through 4:
1. O -0.5262
2. C -0.1820
3. C 0.2662
4. F -0.2807

3.
# C20H24N6O2S

A structure of composition C20H24N6O2S at a distorted geometry (the ωB97M-V functional and the def2-TZVPD basis, OMol25).

Values from the calculation:
- energy relative to the best compared isomer or geometry (same formula, charge and spin) (kcal per mole) = 443.08
- HOMO energy (eV) = -7.299
- E_LUMO (eV) = 0.066
- charge = 0
- 2S+1 = 1
- orbital gap (eV) = 7.364

Geometry (Å):
N (0.57, -1.62, -0.20)
H (-6.85, 3.13, -2.18)
N (1.75, -3.05, -1.89)
C (4.05, -4.20, 1.67)
H (-2.28, 2.18, 1.90)
C (3.32, -3.84, 0.38)
H (4.53, -3.40, 1.93)
N (0.89, -1.42, 0.92)
H (4.87, -4.89, 1.56)
H (-3.22, 3.53, 0.59)
H (1.85, -0.52, 4.69)
H (4.43, -4.89, -1.01)
C (-2.95, 2.20, -2.62)
O (-5.28, 2.88, -3.42)
C (-2.07, 2.35, -0.35)
H (2.25, 1.78, 0.72)
C (2.73, -3.98, -1.76)
H (-0.78, 0.26, 1.87)
N (0.95, 1.33, 2.29)
H (1.30, 3.23, 1.22)
H (-7.09, 3.56, -3.89)
C (2.83, -4.58, -3.13)
C (-6.44, 3.51, -2.95)
H (-0.72, 3.36, 2.16)
H (2.33, -4.17, -3.97)
H (-6.20, 4.73, -2.92)
C (1.41, -0.69, 3.72)
C (-1.99, 1.84, -1.72)
C (1.64, -2.38, 1.67)
H (2.90, -5.54, -3.26)
H (-3.01, 1.58, -3.75)
H (3.46, -4.56, 2.55)
H (0.49, -0.69, 3.74)
C (-4.21, 2.80, -2.34)
H (-1.10, 1.13, -2.14)
H (0.73, 2.25, -1.10)
H (-0.72, 1.34, 3.59)
N (-0.83, 2.30, 0.22)
O (3.05, 0.51, 2.15)
C (1.90, 0.38, 2.73)
H (-5.11, 3.95, -0.74)
C (0.35, 1.74, -0.05)
C (-4.13, 3.33, -1.13)
C (-1.09, 2.51, 1.85)
S (2.18, -2.27, 3.21)
C (1.54, -2.44, -0.36)
C (-0.46, 1.06, 2.50)
H (3.87, -4.19, -3.41)
C (-3.07, 3.23, -0.28)
C (1.27, 1.76, 1.03)
H (0.26, 0.74, -0.18)
C (3.47, -4.31, -0.71)
N (2.40, -2.86, 0.60)

Results of the natural (NBO) charge analysis, in e, for atoms 1 through 4:
1. N -0.2206
2. H 0.1607
3. N -0.3530
4. C -0.6370

4.
# C7H19CaNO11S2

A structure of composition C7H19CaNO11S2 at a distorted geometry (the ωB97M-V functional and the def2-TZVPD basis, OMol25).

Values from the calculation:
- energy relative to the best compared isomer or geometry (same formula, charge and spin) (kcal per mole) = 4.00
- HOMO energy (eV) = -0.220
- E_LUMO (eV) = 2.151
- charge = -2
- 2S+1 = 1
- orbital gap (eV) = 2.372

Geometry (Å):
N (-10.88, 17.51, -9.79)
C (-12.22, 17.06, -10.23)
H (-8.45, 17.54, -15.67)
H (-8.51, 17.38, -8.55)
O (-6.30, 25.01, -14.39)
H (-6.75, 15.36, -14.88)
O (-8.18, 17.06, -14.88)
H (-8.35, 14.94, -15.15)
H (-12.51, 16.07, -9.87)
O (-6.38, 23.17, -16.08)
O (-9.80, 23.76, -6.96)
H (-6.36, 16.29, -10.66)
H (-11.56, 16.18, -12.09)
H (-8.13, 15.78, -9.15)
H (-13.19, 16.69, -12.10)
H (-13.00, 17.65, -9.76)
C (-12.20, 16.99, -11.75)
S (-7.14, 24.11, -15.21)
S (-9.32, 23.72, -8.32)
C (-12.53, 18.62, -13.44)
O (-11.71, 18.20, -12.34)
O (-8.22, 17.31, -10.47)
H (-11.82, 19.41, -13.70)
O (-10.38, 23.46, -9.25)
H (-6.45, 17.90, -11.35)
H (-10.19, 15.55, -10.38)
O (-7.81, 24.97, -16.19)
C (-8.71, 16.67, -9.36)
H (-13.48, 19.00, -13.06)
O (-8.00, 23.27, -14.42)
C (-10.14, 16.27, -9.56)
H (-11.07, 17.84, -8.85)
C (-7.65, 15.76, -15.32)
Ca (-9.40, 20.08, -11.49)
O (-8.60, 24.91, -8.76)
H (-10.42, 15.79, -8.63)
H (-6.35, 17.59, -9.63)
O (-8.56, 22.51, -8.44)
C (-6.83, 17.26, -10.55)
H (-7.33, 15.85, -16.36)
H (-12.58, 17.84, -14.20)

Results of the natural (NBO) charge analysis, in e, for atoms 1 through 4:
1. N -0.6317
2. C -0.2512
3. H 0.4793
4. H 0.1857

5.
# C12H10FMnN3O

A structure of composition C12H10FMnN3O (the ωB97M-V functional and the def2-TZVPD basis, OMol25).

Values from the calculation:
- HOMO energy (alpha / beta) (eV) = -13.090 / -13.441
- E_LUMO (alpha / beta) (eV) = -4.027 / -4.544
- expectation value of S² = 6.04
- charge = +1
- 2S+1 = 5
- orbital gap (alpha / beta) (eV) = 9.064 / 8.897

Geometry (Å):
C (-3.62, -1.43, 2.61)
H (-3.08, -0.36, -0.55)
C (3.97, 0.73, -0.17)
H (-2.04, -1.61, 4.07)
C (2.66, 0.43, 0.09)
N (0.81, -0.29, 1.37)
H (-4.94, -1.13, 0.92)
C (2.01, 0.99, -2.08)
C (-1.33, -0.91, 2.19)
H (-4.40, -1.77, 3.28)
H (3.54, 1.66, -3.40)
O (2.88, -0.25, 2.38)
C (2.16, -0.07, 1.42)
H (5.33, 1.43, -1.68)
N (-1.64, -0.57, 0.92)
H (0.24, -0.09, 3.39)
H (1.20, 1.07, -2.78)
F (-1.00, 0.35, -1.69)
H (0.52, -1.74, 2.88)
C (4.30, 1.18, -1.44)
C (-2.31, -1.34, 3.05)
C (-3.93, -1.08, 1.30)
C (3.32, 1.31, -2.40)
H (4.70, 0.61, 0.63)
Mn (-0.11, 0.04, -0.20)
N (1.70, 0.56, -0.85)
C (-2.91, -0.65, 0.48)
C (0.12, -0.77, 2.55)

Results of the natural (NBO) charge analysis, in e, for atoms 1 through 4:
1. C -0.0931
2. H 0.2454
3. C -0.1942
4. H 0.2479

Number 1: total energy -17600.392 eV. Number 2: total energy -31899.318 eV. Number 3: total energy -44980.682 eV. Number 4: total energy -71680.238 eV. Number 5: total energy -53158.408 eV.